Formula: C23H71INNbO14P
Source: OMol25
Level of theory: wB97M-V/def2-TZVPD

Structure (XYZ):
```
112
Properties=species:S:1:pos:R:3:forces:R:3:lowdin_charge:R:1
C -5.83192 -3.87466 -2.92144 0.047 0.936 0.948 -0.0416
C -4.71969 -3.01666 -2.01393 -1.707 3.683 0.515 -0.3779
O -5.15301 -1.78427 -1.63075 2.892 -6.785 -2.057 -0.1642
N -3.37873 -3.60107 -1.63109 -2.412 3.668 -1.239 -0.3374
C -2.38059 -3.59188 -2.76598 0.797 -1.446 -1.333 -0.2251
Nb -2.59353 -2.80859 0.20413 -0.216 -3.830 0.003 0.9551
I -2.75286 -5.42075 1.39711 0.123 0.889 -0.225 -0.1892
P -2.24502 -0.46434 -0.72628 3.483 4.516 1.156 0.5073
O -0.82415 0.10196 -0.21473 -4.668 -1.712 -1.967 -0.5088
O -2.25506 -0.33827 -2.46259 -1.720 -0.118 1.858 -0.3131
O -3.43239 0.68562 -0.07601 0.235 -2.348 -1.820 -0.3270
H -6.43175 -4.53729 -2.13642 1.429 1.219 -1.838 0.1051
H -5.33745 -4.50595 -3.77367 -0.891 1.094 1.816 0.0779
H -6.61629 -3.08929 -3.35853 2.009 -1.809 1.025 0.0733
H -2.51401 -2.72284 -3.53842 0.193 -1.504 1.633 0.0805
H -2.46147 -4.62404 -3.36058 0.179 2.093 1.095 0.0869
H -1.27878 -3.55674 -2.33408 -2.400 0.061 -0.806 0.0513
H -4.29846 -2.45959 0.77003 0.040 0.294 0.603 -0.1413
H -1.97022 -2.21142 1.80927 -0.527 0.558 -0.429 -0.1278
H -0.85879 -3.24003 -0.21877 0.359 0.277 0.190 -0.1358
H -3.19119 -0.46672 -2.80062 1.386 0.143 0.742 0.0467
H -4.35993 0.32794 -0.22864 1.599 0.326 0.231 0.0392
C 1.11892 3.01986 0.10883 -0.028 -0.285 -0.007 -0.0752
C 0.09729 4.02878 0.59120 0.163 -0.513 -0.317 -0.2985
O 0.75313 5.20099 1.05160 0.243 1.035 -0.194 -0.1162
H 1.81221 2.75883 0.91501 -0.154 0.035 -0.008 0.0767
H 0.62962 2.10825 -0.24540 0.008 0.008 0.027 0.0531
H 1.72019 3.43670 -0.70573 -0.082 0.021 -0.063 0.0698
H -0.48643 3.61644 1.41948 0.116 0.245 -0.094 0.1063
H -0.59183 4.30467 -0.21290 -0.105 -0.172 0.030 0.1018
H 1.26188 5.56411 0.30640 -0.297 -0.305 0.303 0.0935
C -2.20018 6.95258 -1.16418 -0.006 -0.228 0.193 -0.0838
C -1.21866 7.47516 -2.19270 -0.386 0.119 0.119 -0.3246
O -1.91845 7.95299 -3.33207 -0.115 0.293 -0.181 -0.0857
H -2.80665 6.14488 -1.58670 0.172 0.063 0.035 0.0874
H -1.67627 6.57620 -0.28112 -0.098 0.025 0.007 0.0645
H -2.89268 7.74177 -0.85368 0.150 -0.028 0.060 0.0506
H -0.54284 6.67816 -2.51651 -0.121 0.153 -0.125 0.1122
H -0.61724 8.29189 -1.78182 0.162 -0.082 0.153 0.1053
H -2.50960 8.66605 -3.03525 0.253 -0.304 -0.276 0.0556
C 2.83961 -3.38403 3.21330 0.239 -0.242 0.165 -0.0922
C 1.90801 -3.39512 2.01901 -0.153 0.494 0.227 -0.3274
O 0.80447 -2.53377 2.25664 0.183 0.061 0.042 -0.1367
H 2.31128 -3.70651 4.11639 -0.010 0.002 -0.149 0.0779
H 3.69361 -4.04680 3.04790 0.038 0.096 0.028 0.0436
H 3.21066 -2.37205 3.40568 0.044 -0.038 -0.075 0.0691
H 1.52233 -4.40374 1.84369 -0.135 0.202 -0.015 0.1116
H 2.42559 -3.06149 1.11438 0.165 -0.186 -0.088 0.1059
H 1.15706 -1.63914 2.40273 -0.384 -0.411 -0.084 0.0723
C -10.58953 -2.85752 -5.06800 -0.246 0.075 -0.059 -0.1007
C -9.46730 -2.71370 -4.06092 -0.003 -0.164 -0.291 -0.3305
O -8.84337 -3.97114 -3.84706 0.063 -0.299 -0.157 -0.1096
H -11.33288 -3.57978 -4.71518 0.094 0.141 0.035 0.0758
H -11.08392 -1.89749 -5.24074 0.008 -0.083 -0.064 0.0723
H -10.20751 -3.23423 -6.02243 0.005 0.135 0.022 0.0710
H -9.85641 -2.35817 -3.10228 0.188 -0.186 -0.062 0.1182
H -8.71328 -2.00270 -4.41235 -0.108 0.207 0.040 0.1066
H -8.49378 -4.27419 -4.70261 -0.164 0.139 0.485 0.0901
C 5.64185 -7.97446 2.77007 0.083 -0.248 0.094 -0.0883
C 4.71465 -6.78256 2.65181 0.232 -0.045 -0.251 -0.3241
O 5.40479 -5.68710 2.06885 0.014 0.085 -0.199 -0.1036
H 6.51440 -7.72391 3.38211 -0.160 0.003 -0.014 0.0775
H 5.12617 -8.82639 3.22197 0.058 -0.001 -0.031 0.0724
H 6.01808 -8.27165 1.78573 -0.093 0.005 0.052 0.0570
H 4.35845 -6.47515 3.63944 0.045 0.122 -0.184 0.1108
H 3.84594 -7.02119 2.03054 -0.135 -0.133 0.149 0.1104
H 5.70967 -5.96754 1.18884 0.075 0.246 0.345 0.0605
C 0.27310 2.38901 4.42512 0.143 0.245 0.142 -0.0850
C 0.70115 0.94015 4.31599 -0.505 0.088 -0.267 -0.3309
O -0.42294 0.12287 4.02504 0.000 -0.025 -0.090 -0.0890
H -0.48026 2.50952 5.21039 0.130 -0.089 -0.040 0.0769
H 1.12767 3.03198 4.65367 -0.102 0.087 -0.099 0.0682
H -0.18415 2.72924 3.49026 0.164 -0.018 0.056 0.0574
H 1.13731 0.59775 5.25903 -0.135 -0.117 -0.118 0.1101
H 1.44501 0.80923 3.52410 0.230 0.132 0.048 0.1006
H -0.79791 0.42959 3.18164 0.105 -0.324 0.262 0.0878
C 7.37875 -2.11391 -0.43936 -0.061 0.179 -0.114 -0.0947
C 7.05350 -3.20088 0.56415 0.118 0.257 -0.080 -0.3180
O 7.18355 -4.47730 -0.04414 0.257 -0.507 -0.313 -0.1005
H 6.71098 -2.17684 -1.30471 0.006 0.029 0.180 0.0785
H 7.27882 -1.12318 0.01273 0.045 -0.056 -0.084 0.0754
H 8.40030 -2.22804 -0.81648 0.010 0.076 0.104 0.0686
H 6.02497 -3.09632 0.92188 0.169 -0.252 -0.053 0.1143
H 7.72541 -3.15267 1.42658 -0.110 0.124 0.082 0.1135
H 8.10253 -4.56359 -0.35083 -0.494 0.022 0.222 0.0926
C 5.57249 -8.55202 -2.76989 -0.063 -0.170 -0.190 -0.0956
C 5.56574 -8.32269 -1.27267 0.031 0.229 -0.277 -0.3332
O 6.74703 -7.63887 -0.88136 0.218 0.288 0.096 -0.0996
H 6.44929 -9.13728 -3.06553 -0.130 0.006 0.107 0.0756
H 4.67030 -9.08234 -3.08727 0.067 0.076 -0.051 0.0745
H 5.62927 -7.59978 -3.30731 -0.134 -0.054 0.056 0.0746
H 5.53119 -9.27722 -0.73932 0.134 0.191 0.042 0.1128
H 4.69874 -7.72710 -0.97073 -0.167 -0.154 -0.033 0.1118
H 6.76395 -6.78897 -1.35401 -0.035 -0.328 0.355 0.0757
C 2.85945 7.93972 3.77333 0.065 0.258 0.139 -0.1022
C 3.28750 6.49087 3.66421 -0.512 -0.079 -0.192 -0.3312
O 2.16341 5.67358 3.37325 0.288 0.224 0.153 -0.0999
H 2.10609 8.06024 4.55860 0.147 -0.069 -0.055 0.0755
H 3.71402 8.58269 4.00188 -0.070 0.059 -0.038 0.0676
H 2.40220 8.27995 2.83847 0.123 -0.010 0.022 0.0705
H 3.72366 6.14847 4.60724 -0.104 -0.072 -0.125 0.1101
H 4.03136 6.35994 2.87231 0.231 0.109 0.068 0.1050
H 1.78844 5.98031 2.52985 -0.120 -0.580 0.320 0.0458
C -4.97414 11.21940 -0.70722 -0.175 -0.015 0.206 -0.0909
C -4.10537 10.32355 -1.56570 -0.087 0.389 0.110 -0.3457
O -4.06409 10.81827 -2.89602 0.218 0.175 -0.321 -0.0851
H -5.99072 11.27055 -1.11052 0.144 -0.112 0.050 0.0794
H -5.02006 10.84916 0.32076 -0.012 0.099 -0.054 0.0769
H -4.58397 12.24236 -0.69651 0.059 -0.097 0.087 0.0728
H -4.51085 9.30782 -1.59157 0.057 0.150 -0.187 0.1120
H -3.08372 10.27746 -1.17623 -0.004 -0.118 0.212 0.1080
H -3.69468 11.71741 -2.86305 -0.192 -0.502 -0.063 0.0920
```
Positions in Å, forces in eV/Å.

The lowest unoccupied orbital energy comes out at 1.32 eV. As for the total charge: -1.

=====

Formula: C18H50O19S6
Source: OMol25
Level of theory: wB97M-V/def2-TZVPD

Structure (XYZ):
```
93
Properties=species:S:1:pos:R:3:forces:R:3:lowdin_charge:R:1
O 15.15640 -24.58595 -6.63061 -0.775 -1.507 0.967 -0.2922
S 14.80567 -25.58429 -5.62684 1.568 -1.014 -1.278 0.6759
O 13.51883 -25.64664 -5.00771 0.357 0.026 -0.416 -0.2738
O 15.05638 -27.17103 -6.20851 -1.575 1.725 0.527 -0.2509
C 16.22359 -27.52828 -6.93005 2.409 0.530 1.524 -0.2764
C 16.57192 -29.02302 -6.85001 -0.953 -0.732 -0.939 -0.0572
C 16.06588 -25.40844 -4.35974 0.227 -0.756 -0.661 -0.1183
H 17.03226 -27.07272 -6.35854 0.447 0.269 0.108 0.0840
H 16.36448 -27.04854 -7.89860 -0.851 -0.406 -0.312 0.1266
H 16.24661 -29.57204 -5.96635 -0.180 0.649 0.350 0.0734
H 17.63449 -29.24589 -6.94682 0.127 0.594 -0.035 0.0753
H 16.11128 -29.58132 -7.66500 -0.142 0.065 -0.142 0.0736
H 17.02744 -25.29832 -4.86111 -0.149 0.643 -0.129 0.0565
H 16.22080 -26.32416 -3.78916 -0.802 0.152 0.323 0.0414
H 15.74786 -24.52877 -3.80015 0.292 -0.204 0.115 0.0717
O 21.62627 -25.85111 -1.42662 -1.310 0.203 -2.414 -0.2702
S 20.68865 -25.86115 -2.54549 -0.764 -0.991 -0.733 0.7021
O 19.39935 -25.17670 -2.42636 1.161 -0.305 0.164 -0.3456
O 21.37493 -25.29949 -3.94490 0.685 -0.026 3.153 -0.2573
C 20.60694 -24.87574 -5.05609 -1.636 -0.907 -1.383 -0.2934
C 21.53183 -24.37660 -6.12884 1.040 -0.004 -0.838 -0.0569
C 20.24449 -27.63742 -3.07310 0.764 1.228 0.765 -0.0621
H 19.74215 -24.23231 -4.89409 0.417 0.460 0.874 0.1120
H 20.13117 -25.79827 -5.38877 -0.077 -0.142 -0.551 0.1066
H 21.80167 -23.32173 -6.17894 0.051 0.044 0.986 0.0813
H 21.21511 -24.50558 -7.16381 -0.780 -0.552 0.184 0.0852
H 22.42814 -24.99356 -6.06484 0.261 0.279 0.007 0.0885
H 21.16460 -28.16193 -3.33075 -0.058 0.290 -0.365 0.0707
H 19.50321 -27.54629 -3.86701 0.289 0.005 -0.039 0.0522
H 19.81898 -28.18882 -2.23465 -0.125 0.499 0.207 0.0607
O 19.21211 -20.95098 -3.86945 0.414 0.438 1.872 -0.2033
S 19.27677 -20.70562 -2.43593 0.172 -0.442 -0.676 0.7673
O 20.48829 -20.73813 -1.63004 -2.058 0.381 -1.242 -0.1650
O 18.33363 -19.45774 -2.04570 1.059 -0.635 0.535 -0.2015
C 17.22638 -19.04339 -2.83929 -1.155 1.659 -1.181 -0.2364
C 16.89883 -17.57903 -2.48004 0.729 -0.069 0.209 -0.0306
C 18.06212 -21.96008 -1.70613 -1.079 -0.633 0.750 0.0233
H 16.29143 -19.59460 -2.73866 0.328 -0.827 0.657 0.1341
H 17.46235 -19.04800 -3.90344 0.379 -0.348 0.085 0.1282
H 16.73686 -17.36595 -1.42341 0.102 -0.413 0.061 0.0907
H 15.99031 -17.25994 -2.99080 0.163 -0.159 -0.267 0.0963
H 17.76502 -17.00462 -2.80849 -0.258 0.343 0.000 0.0900
H 17.16682 -21.70029 -2.27096 0.144 -0.161 -0.261 0.0737
H 17.86499 -21.77558 -0.65010 0.499 0.381 -0.033 0.0995
H 18.42133 -22.98045 -1.83997 0.478 0.014 -0.473 0.0559
O 12.48738 -24.92760 0.56795 0.450 -0.298 -0.952 -0.2818
S 12.88577 -25.73926 -0.55860 -0.739 -0.054 -0.300 0.7087
O 14.32047 -25.95542 -0.77014 -2.065 0.065 -0.219 -0.3148
O 12.14651 -27.20533 -0.39204 2.379 1.620 -0.362 -0.2538
C 11.33989 -27.32379 0.75931 -1.774 -0.883 0.654 -0.3147
C 9.97901 -26.84762 0.40317 -1.639 0.785 -0.617 -0.0865
C 12.01916 -25.22086 -2.16175 0.777 -0.639 1.138 -0.0633
H 11.65130 -26.86637 1.69839 0.746 0.198 -0.445 0.1211
H 11.22204 -28.39178 0.94261 0.533 -0.139 -0.028 0.1289
H 9.27337 -26.96066 1.22620 0.013 -0.079 0.002 0.0914
H 9.57132 -27.33506 -0.48243 0.086 -0.721 0.180 0.0887
H 9.90646 -25.81533 0.06080 0.474 0.384 0.572 0.0700
H 10.99308 -24.88490 -2.01209 0.119 -0.248 0.668 0.0668
H 12.01754 -26.17911 -2.68120 0.161 0.355 -0.445 0.0634
H 12.54424 -24.40687 -2.66154 0.372 -0.432 0.067 0.0593
O 21.40564 -26.55252 2.65835 -1.247 0.849 -0.421 -0.2908
S 20.11118 -25.93713 2.86949 -1.052 0.180 1.997 0.6953
O 19.39041 -26.32199 4.10744 1.351 1.524 -2.919 -0.3064
O 20.26025 -24.24087 2.81814 0.316 -2.208 -0.441 -0.2717
C 21.14375 -23.74469 1.75121 0.210 0.763 -0.021 -0.2613
C 21.97449 -22.57668 2.31919 -0.350 -0.113 0.894 -0.0617
C 18.98607 -26.19446 1.43172 1.001 -0.343 0.499 -0.1020
H 20.53601 -23.40622 0.91204 -0.412 0.108 0.096 0.0971
H 21.75981 -24.53111 1.31518 0.176 -0.151 0.543 0.1002
H 22.82468 -22.21539 1.74062 -0.055 -0.566 -0.303 0.0783
H 22.31518 -22.86200 3.31449 0.391 -0.272 -0.123 0.0809
H 21.40206 -21.67834 2.55030 -0.539 -0.106 -0.353 0.0701
H 18.01424 -25.71583 1.55236 0.300 0.105 0.241 0.0730
H 18.87645 -27.27692 1.36544 -0.089 0.000 0.126 0.0666
H 19.51755 -25.86744 0.53803 -0.039 0.214 0.069 0.0351
O 14.31522 -29.14632 -1.92925 2.726 0.671 -0.216 -0.2914
S 15.75332 -28.99455 -1.65075 -4.309 -2.468 2.800 0.6753
O 16.55907 -28.03611 -2.32354 0.652 0.514 0.238 -0.2888
O 15.80174 -28.75185 0.03318 0.785 0.940 -4.111 -0.2763
C 15.13336 -29.69274 0.82821 -0.081 0.524 2.598 -0.3053
C 14.87784 -28.88520 2.10413 -0.280 -0.044 0.096 -0.0474
C 16.44480 -30.65728 -1.69043 0.385 0.345 -0.392 -0.1078
H 15.84295 -30.49032 1.04827 -0.370 -0.419 -0.178 0.1187
H 14.11065 -30.00110 0.61121 0.424 -0.329 -1.363 0.1291
H 15.67991 -28.17770 2.31447 0.169 -0.380 0.242 0.0831
H 14.67672 -29.57887 2.92051 0.155 0.221 0.211 0.0884
H 13.98593 -28.27876 1.94657 -0.058 0.019 0.038 0.0654
H 16.80919 -30.87020 -2.69542 -0.039 0.151 -0.007 0.0710
H 15.66465 -31.37814 -1.44583 0.000 0.313 0.106 0.0800
H 17.27241 -30.70457 -0.98267 -0.049 0.007 -0.059 0.0756
O 16.82504 -25.15157 -1.23407 0.761 0.921 0.268 0.0375
H 15.92019 -25.44087 -1.35145 -1.036 -0.219 0.159 -0.0125
H 17.35413 -25.89503 -1.52316 0.475 -0.316 -0.278 0.0141
```
Positions in Å, forces in eV/Å.

The lowest unoccupied orbital energy (spin up / spin down) comes out at -2.57 / -10.13 eV. As for the total charge: +1. As for the spin multiplicity: 2.

=====

Formula: C8H14BFORb
Source: OMol25
Level of theory: wB97M-V/def2-TZVPD

Structure (XYZ):
```
26
Properties=species:S:1:pos:R:3:forces:R:3:lowdin_charge:R:1
Rb -2.37266 -3.12099 0.18735 0.881 0.293 0.314 0.8336
B 2.04804 -3.49224 -0.73397 -0.108 -0.181 0.020 -0.4494
H 1.36756 -2.78078 -1.17553 -2.766 3.121 -2.229 -0.1293
H 1.91747 -4.46931 -1.17274 -0.462 -4.011 -1.919 -0.1178
H 3.07594 -3.16411 -0.73887 4.023 1.366 -0.363 -0.1091
H 1.76113 -3.53093 0.30546 -1.246 -0.384 4.418 -0.1175
C -0.71108 -1.08151 6.31707 -0.056 -0.161 0.048 -0.1671
C -1.16727 -0.06492 5.27135 0.379 -1.679 -2.060 -0.5704
O -1.12259 -0.55569 3.94959 -0.166 0.371 1.243 -0.4448
H -0.74742 -0.65484 7.31943 -0.099 0.139 0.341 0.0383
H 0.31869 -1.39486 6.14537 0.007 -0.152 -0.207 0.0521
H -1.38077 -1.94088 6.28415 0.097 -0.255 0.010 0.0451
H -0.48561 0.77384 5.41248 -0.004 0.882 0.009 0.0614
H -2.19434 0.18116 5.54094 -0.465 0.683 0.330 0.0567
F -1.59872 -0.15723 -3.50897 0.182 0.551 -0.193 0.0480
C -0.86651 0.98283 -3.58319 1.210 0.829 0.788 -0.2663
C -0.67893 1.77268 -2.44824 0.005 0.130 0.594 -0.0098
C 0.12274 2.92428 -2.44871 -0.427 -1.027 -0.914 -0.0658
C 0.86203 3.22477 -3.59814 -1.174 0.737 1.176 -0.1020
C 0.63440 2.48947 -4.73401 0.549 -0.662 -0.006 -0.0950
C -0.17604 1.34646 -4.72214 -0.376 0.123 -0.727 -0.0184
H -1.07131 1.48253 -1.48479 -0.476 -0.152 -0.079 0.1140
H 0.08988 3.56262 -1.57817 0.426 -0.112 0.117 0.1043
H 1.46763 4.11856 -3.57000 0.236 -0.059 -0.326 0.0983
H 1.21325 2.76764 -5.60232 -0.220 -0.238 -0.347 0.1000
H -0.30551 0.78143 -5.63340 0.051 -0.154 -0.039 0.1108
```
Positions in Å, forces in eV/Å.

The lowest unoccupied orbital energy comes out at 0.73 eV. As for the total charge: -1. The value obtained for the energy above the lowest of the compared OMol25 structures with the same formula, charge and spin is 3.450 eV.